No. 1
{"formula": "C2H6N3", "method": "ωB97M-V/def2-TZVPD", "spin_multiplicity": 3, "de_lowest_kj_mol": 489.81, "s2": 2.006, "charge": 1, "elements": ["C", "C", "N", "N", "N", "H", "H", "H", "H", "H", "H"], "positions_angstrom": [[0.528, -0.414, -1.439], [0.260, -0.570, 0.200], [0.811, -1.496, -0.580], [-0.297, 0.122, 1.117], [-0.750, 1.371, 0.693], [-0.511, -0.307, -1.992], [1.279, 0.377, -1.579], [0.683, -2.562, -0.531], [-0.251, -0.150, 2.063], [-1.659, 1.547, 1.106], [-0.093, 2.082, 0.942]], "lowdin_charge": [0.082, -0.198, 0.108, -0.015, 0.115, 0.173, 0.136, 0.210, 0.160, 0.118, 0.111]}


No. 2
{"formula": "BrH2IO2Si", "method": "ωB97M-V/def2-TZVPD", "de_lowest_kj_mol": 269.16, "smiles": "O=[Si](O)I.Br", "elements": ["O", "Si", "O", "I", "H", "Br", "H"], "positions_angstrom": [[-1.027, 1.856, 0.367], [-1.085, 0.379, 0.489], [-2.010, -0.573, 1.375], [0.031, -1.299, -0.832], [-2.640, -0.391, 1.974], [3.995, 0.025, -1.988], [2.735, 0.003, -1.385]], "lowdin_charge": [-0.340, -0.036, -0.150, 0.593, 0.006, 0.327, -0.400]}


No. 3
{"formula": "C4H4N2O", "method": "ωB97M-V/def2-TZVPD", "de_lowest_kj_mol": 186.17, "elements": ["O", "C", "C", "C", "N", "C", "N", "H", "H", "H", "H"], "positions_angstrom": [[2.390, -1.400, 1.303], [1.286, -1.388, 0.918], [0.334, 0.564, -0.923], [-0.422, 1.423, -0.232], [-1.356, 0.479, 0.282], [-0.512, -0.566, -0.374], [0.123, -1.469, 0.564], [1.133, 0.620, -1.649], [-0.471, 2.500, -0.099], [-1.407, 0.393, 1.294], [-1.097, -1.156, -1.084]], "lowdin_charge": [0.171, -0.307, -0.036, -0.115, 0.023, -0.337, 0.151, 0.095, 0.107, 0.111, 0.138]}


No. 4
{"formula": "C6H6S", "method": "ωB97M-V/def2-TZVPD", "de_lowest_kj_mol": 374.53, "smiles": "S[C@@H]1C2=CC=C[C@H]21", "elements": ["S", "C", "C", "C", "C", "C", "C", "H", "H", "H", "H", "H", "H"], "positions_angstrom": [[-2.302, 2.071, 0.226], [-0.793, 1.057, 0.421], [0.271, 1.052, -0.560], [1.574, 0.632, -0.253], [1.611, -0.827, -0.396], [0.339, -1.277, -0.684], [-0.565, -0.122, -0.735], [-2.107, 2.336, 1.470], [-0.767, 0.866, 1.436], [2.350, 1.238, 0.219], [2.552, -1.406, -0.381], [-0.007, -2.266, -0.813], [-1.449, -0.156, -1.375]], "lowdin_charge": [0.755, -0.460, -0.232, -0.032, -0.072, -0.043, -0.214, -0.178, 0.060, 0.101, 0.101, 0.084, 0.130]}


No. 5
{"formula": "C38H43N2P2RuS2", "method": "ωB97M-V/def2-TZVPD", "spin_multiplicity": 2, "de_lowest_kj_mol": 156.46, "s2": 0.793, "elements": ["Ru", "S", "P", "C", "P", "S", "C", "C", "C", "C", "C", "C", "C", "C", "C", "C", "C", "C", "C", "C", "C", "C", "C", "C", "C", "C", "C", "C", "C", "C", "H", "H", "H", "H", "H", "H", "H", "H", "H", "H", "H", "H", "H", "H", "H", "H", "H", "H", "H", "H", "C", "N", "C", "C", "C", "N", "C", "C", "H", "H", "H", "H", "H", "H", "H", "H", "H", "H", "H", "H", "H", "H", "H", "H", "C", "C", "C", "C", "C", "C", "C", "H", "H", "H", "H", "H", "H", "H"], "positions_angstrom": [[0.152, 0.206, -0.015], [0.390, -0.082, 2.625], [2.167, 0.000, 1.636], [2.620, 0.175, -0.014], [2.172, 0.131, -1.674], [0.397, 0.097, -2.658], [3.063, 1.620, -2.238], [4.334, 1.859, -1.721], [4.957, 3.071, -1.954], [4.298, 4.062, -2.667], [3.036, 3.825, -3.183], [2.425, 2.599, -2.983], [3.102, -1.287, -2.351], [3.699, -1.226, -3.604], [4.367, -2.334, -4.096], [4.427, -3.500, -3.348], [3.810, -3.568, -2.107], [3.151, -2.460, -1.610], [3.060, 1.397, 2.406], [3.432, 1.351, 3.742], [4.058, 2.441, 4.318], [4.275, 3.591, 3.575], [3.871, 3.652, 2.251], [3.277, 2.551, 1.666], [3.110, -1.476, 2.154], [4.442, -1.566, 1.757], [5.164, -2.707, 2.045], [4.557, -3.766, 2.706], [3.228, -3.682, 3.089], [2.505, -2.536, 2.815], [4.814, 1.094, -1.125], [5.952, 3.250, -1.566], [4.771, 5.022, -2.816], [2.524, 4.597, -3.737], [1.452, 2.390, -3.405], [3.631, -0.315, -4.184], [4.844, -2.289, -5.067], [4.959, -4.359, -3.734], [3.847, -4.481, -1.526], [2.663, -2.496, -0.642], [3.218, 0.465, 4.322], [4.365, 2.398, 5.353], [4.756, 4.444, 4.033], [4.011, 4.560, 1.682], [2.987, 2.567, 0.620], [4.892, -0.740, 1.218], [6.202, -2.777, 1.745], [5.126, -4.658, 2.923], [2.751, -4.510, 3.595], [1.472, -2.450, 3.121], [-2.922, -0.818, 0.789], [-2.387, 0.204, -0.105], [-2.789, -0.095, -1.476], [-2.903, 1.511, 0.302], [-2.060, 2.652, -0.254], [-0.672, 2.576, 0.204], [-0.562, 3.000, 1.597], [0.163, 3.448, -0.616], [-4.020, -0.797, 0.796], [-2.550, -0.644, 1.798], [-2.598, -1.804, 0.462], [-3.883, -0.045, -1.591], [-2.452, -1.094, -1.752], [-2.332, 0.607, -2.172], [-2.896, 1.557, 1.391], [-3.944, 1.636, -0.039], [-2.512, 3.612, 0.040], [-2.059, 2.594, -1.343], [-0.987, 4.007, 1.732], [0.490, 3.022, 1.888], [-1.076, 2.300, 2.254], [-0.008, 4.505, -0.369], [-0.058, 3.288, -1.671], [1.214, 3.216, -0.442], [-0.187, -2.656, -0.104], [-0.102, -4.035, -0.082], [-0.099, -4.793, -1.286], [-0.113, -6.164, -1.249], [-0.111, -6.840, -0.030], [-0.068, -6.120, 1.160], [-0.061, -4.750, 1.146], [-0.272, -2.136, -1.058], [-0.241, -2.104, 0.836], [-0.098, -4.261, -2.227], [-0.135, -6.726, -2.171], [-0.148, -7.919, -0.009], [-0.054, -6.648, 2.103], [-0.041, -4.186, 2.067]], "lowdin_charge": [0.612, 0.324, 0.388, -0.375, 0.379, 0.325, -0.359, -0.098, -0.078, -0.084, -0.082, -0.135, -0.345, -0.086, -0.085, -0.087, -0.071, -0.091, -0.348, -0.085, -0.079, -0.086, -0.077, -0.105, -0.352, -0.092, -0.079, -0.083, -0.078, -0.116, 0.108, 0.106, 0.101, 0.103, 0.050, 0.107, 0.102, 0.100, 0.108, 0.085, 0.110, 0.103, 0.101, 0.104, 0.073, 0.107, 0.104, 0.101, 0.104, 0.051, -0.103, -0.309, -0.128, -0.194, -0.192, -0.305, -0.121, -0.096, 0.096, 0.067, 0.072, 0.096, 0.078, 0.036, 0.113, 0.131, 0.131, 0.110, 0.096, 0.072, 0.038, 0.098, 0.075, 0.065, -0.046, -0.324, -0.049, -0.104, -0.107, -0.107, -0.052, -0.009, -0.020, 0.109, 0.097, 0.091, 0.098, 0.098]}


No. 6
{"formula": "C4H38BO27", "method": "ωB97M-V/def2-TZVPD", "de_lowest_kj_mol": 288.59, "charge": -1, "elements": ["O", "C", "O", "B", "O", "C", "O", "O", "C", "O", "C", "O", "O", "O", "H", "H", "O", "H", "H", "O", "H", "H", "O", "H", "H", "O", "H", "H", "O", "H", "H", "O", "H", "H", "O", "H", "H", "O", "H", "H", "O", "H", "H", "O", "H", "H", "O", "H", "H", "O", "H", "H", "O", "H", "H", "O", "H", "H", "O", "H", "H", "O", "H", "H", "O", "H", "H", "O", "H", "H"], "positions_angstrom": [[21.825, 6.607, -24.938], [22.805, 7.302, -25.333], [23.411, 8.117, -24.659], [24.453, 8.746, -25.457], [24.429, 7.934, -26.678], [23.591, 7.067, -26.510], [23.343, 6.238, -27.311], [25.820, 8.732, -24.984], [26.185, 9.965, -24.916], [26.985, 10.294, -24.051], [25.144, 10.757, -25.405], [24.122, 10.118, -25.788], [25.237, 11.934, -25.844], [22.415, 3.927, -25.446], [22.964, 3.247, -25.817], [23.020, 4.423, -24.903], [26.556, 9.958, -21.274], [26.838, 9.681, -22.170], [26.451, 9.195, -20.708], [21.052, 8.435, -22.927], [20.212, 8.655, -23.317], [21.299, 7.742, -23.497], [21.925, 9.089, -28.650], [22.825, 9.231, -28.706], [21.540, 9.837, -28.248], [24.499, 5.215, -24.267], [24.222, 5.657, -23.456], [24.998, 4.493, -24.026], [27.150, 12.529, -22.519], [27.588, 11.779, -22.928], [27.062, 12.130, -21.658], [22.334, 4.158, -28.695], [22.710, 4.884, -28.219], [21.492, 4.444, -29.052], [24.472, 13.032, -22.781], [25.388, 12.931, -23.055], [23.975, 12.495, -23.393], [22.985, 13.269, -26.180], [22.330, 12.874, -26.785], [23.794, 12.873, -26.475], [20.132, 9.624, -25.513], [20.328, 8.899, -26.057], [19.118, 9.629, -25.496], [27.596, 6.930, -23.495], [26.683, 7.119, -23.186], [27.613, 7.027, -24.449], [25.200, 7.133, -22.114], [24.506, 7.725, -22.407], [24.813, 6.623, -21.468], [25.176, 4.000, -27.124], [26.015, 4.473, -26.891], [24.543, 4.763, -27.236], [20.353, 4.782, -26.790], [21.264, 4.543, -26.461], [19.769, 4.210, -26.306], [23.753, 10.009, -22.419], [23.159, 10.151, -23.119], [23.261, 10.101, -21.582], [19.070, 6.448, -24.352], [19.138, 6.435, -23.406], [19.936, 6.642, -24.787], [22.121, 11.280, -24.162], [21.176, 11.121, -24.232], [22.467, 11.374, -25.060], [20.421, 7.396, -27.197], [20.468, 6.466, -26.999], [21.168, 7.648, -27.726], [20.612, 4.476, -23.431], [21.189, 4.156, -24.101], [19.900, 4.959, -23.855]], "lowdin_charge": [0.061, -0.395, 0.321, -0.883, 0.350, -0.514, 0.145, 0.291, -0.355, 0.150, -0.382, 0.291, 0.123, -0.042, 0.073, 0.005, -0.054, 0.021, 0.029, -0.022, 0.013, -0.042, 0.033, 0.018, 0.037, 0.026, 0.060, 0.035, -0.054, 0.012, 0.023, -0.052, -0.044, 0.034, -0.063, -0.015, -0.023, -0.050, 0.045, -0.018, -0.053, -0.049, 0.106, -0.076, -0.014, 0.019, 0.007, 0.042, 0.027, -0.082, 0.057, 0.012, -0.070, 0.015, 0.053, -0.029, -0.050, 0.077, -0.056, 0.036, 0.018, -0.039, 0.039, 0.019, -0.046, -0.023, -0.008, -0.054, -0.039, -0.028]}


No. 7
{"formula": "C24H44CrP2", "method": "ωB97M-V/def2-TZVPD", "spin_multiplicity": 4, "de_lowest_kj_mol": 160.75, "s2": 4.019, "charge": 1, "elements": ["Cr", "C", "C", "C", "C", "C", "C", "H", "H", "H", "C", "H", "H", "H", "C", "H", "H", "H", "C", "H", "H", "H", "C", "H", "H", "H", "C", "C", "C", "C", "C", "C", "C", "C", "H", "H", "H", "H", "H", "H", "H", "H", "H", "H", "H", "H", "P", "C", "C", "P", "C", "C", "C", "H", "H", "H", "H", "H", "H", "H", "H", "H", "H", "H", "H", "H", "H", "C", "H", "H", "H"], "positions_angstrom": [[-0.109, -1.520, -0.177], [-0.596, 0.556, -0.314], [-0.741, -0.091, -1.610], [-2.256, -1.060, -0.135], [-1.579, -0.021, 0.563], [-1.774, -1.081, -1.478], [0.108, 1.838, -0.021], [1.081, 1.896, -0.520], [0.288, 1.949, 1.058], [-0.498, 2.689, -0.373], [-2.100, 0.611, 1.811], [-1.334, 1.232, 2.284], [-2.427, -0.138, 2.543], [-2.968, 1.259, 1.589], [-3.517, -1.749, 0.291], [-4.427, -1.283, -0.115], [-3.625, -1.737, 1.381], [-3.516, -2.791, -0.062], [-2.511, -1.765, -2.586], [-3.378, -1.184, -2.950], [-2.904, -2.737, -2.253], [-1.848, -1.931, -3.440], [-0.121, 0.237, -2.919], [-0.871, 0.193, -3.728], [0.661, -0.497, -3.171], [0.337, 1.230, -2.913], [4.162, 1.045, 0.622], [3.581, 1.892, -0.242], [3.289, 1.673, -1.685], [4.336, 0.928, -2.580], [4.319, -0.565, -2.532], [3.169, -1.258, -1.904], [2.879, -0.851, -0.428], [4.176, -0.411, 0.291], [3.092, 2.679, -2.101], [5.367, 1.339, -2.461], [2.322, 1.162, -1.841], [5.115, -0.601, -0.385], [4.402, 1.323, 1.653], [3.371, 2.910, 0.105], [4.322, -0.980, 1.229], [2.111, -0.065, -0.389], [2.275, -0.999, -2.507], [2.410, -1.676, 0.150], [4.099, 1.226, -3.633], [4.642, -0.999, -3.480], [5.835, -2.046, -0.893], [7.127, -2.217, 0.375], [6.807, -1.727, -2.388], [3.130, -3.129, -1.748], [4.660, -3.423, -0.757], [3.616, -3.854, -3.332], [1.798, -4.089, -1.010], [6.867, -2.971, 1.128], [7.297, -1.257, 0.885], [8.075, -2.505, -0.104], [7.735, -2.312, -2.356], [7.084, -0.664, -2.410], [6.281, -1.976, -3.316], [2.199, -5.083, -0.727], [1.020, -4.221, -1.781], [1.345, -3.601, -0.118], [4.376, -3.615, 0.299], [5.171, -4.338, -1.115], [2.729, -4.353, -3.753], [4.408, -4.612, -3.181], [4.011, -3.107, -4.046], [0.223, -2.510, 1.689], [-0.775, -2.363, 2.153], [0.420, -3.598, 1.683], [0.970, -1.991, 2.317]], "lowdin_charge": [0.656, -0.288, -0.304, -0.294, -0.271, -0.310, -0.016, 0.039, 0.091, 0.108, -0.012, 0.077, 0.084, 0.109, -0.016, 0.101, 0.080, 0.085, -0.033, 0.104, 0.082, 0.074, -0.029, 0.096, 0.059, 0.086, -0.079, -0.138, -0.198, -0.155, -0.218, -0.399, -0.208, -0.271, 0.126, 0.128, 0.067, -0.008, 0.112, 0.110, 0.121, 0.085, 0.094, 0.067, 0.128, 0.078, 0.860, -0.215, -0.248, 0.957, -0.387, -0.167, -0.163, 0.053, 0.060, 0.048, 0.040, 0.069, 0.033, 0.095, 0.073, -0.001, 0.092, 0.072, 0.064, 0.069, 0.065, -0.215, -0.015, -0.027, -0.010]}


No. 8
{"formula": "C17H22BrN3O3", "method": "ωB97M-V/def2-TZVPD", "de_lowest_kj_mol": 0.00, "smiles": "Cc1ccc(NC(=O)CN2C(=O)N[C@](C)(CC(C)C)C2=O)c(Br)c1", "elements": ["C", "C", "C", "C", "C", "N", "C", "O", "C", "N", "C", "O", "N", "C", "C", "C", "C", "C", "C", "C", "O", "C", "Br", "C", "H", "H", "H", "H", "H", "H", "H", "H", "H", "H", "H", "H", "H", "H", "H", "H", "H", "H", "H", "H", "H", "H"], "positions_angstrom": [[-6.065, 2.396, -2.246], [-4.584, 2.420, -1.972], [-3.691, 2.210, -3.045], [-2.324, 2.218, -2.798], [-1.819, 2.409, -1.497], [-0.467, 2.336, -1.141], [0.628, 2.215, -1.962], [0.557, 2.285, -3.194], [1.976, 1.967, -1.315], [2.019, 0.872, -0.335], [1.588, 0.955, 0.958], [1.176, 1.981, 1.414], [1.298, -0.288, 1.473], [1.599, -1.338, 0.523], [0.373, -2.112, 0.060], [2.721, -2.105, 1.249], [2.401, -2.875, 2.563], [3.620, -2.761, 3.542], [2.011, -4.357, 2.344], [2.130, -0.466, -0.639], [2.402, -0.849, -1.786], [-2.712, 2.590, -0.457], [-2.057, 2.720, 1.366], [-4.099, 2.615, -0.680], [-6.507, 3.387, -2.115], [-6.541, 1.690, -1.565], [-6.305, 2.035, -3.243], [-4.061, 2.110, -4.055], [-1.757, 2.008, -3.701], [-0.271, 2.491, -0.169], [2.267, 2.879, -0.822], [2.714, 1.763, -2.108], [0.507, -0.369, 2.120], [-0.354, -1.427, -0.402], [0.654, -2.856, -0.666], [-0.125, -2.602, 0.910], [3.161, -2.805, 0.519], [3.570, -1.430, 1.459], [1.574, -2.325, 3.056], [3.846, -1.698, 3.746], [4.512, -3.210, 3.075], [3.460, -3.243, 4.479], [1.124, -4.456, 1.718], [1.769, -4.819, 3.296], [2.832, -4.895, 1.877], [-4.748, 2.732, 0.166]], "lowdin_charge": [-0.057, -0.274, -0.031, 0.002, -0.253, 0.114, -0.394, 0.064, 0.000, 0.085, -0.508, 0.056, 0.144, -0.397, 0.015, -0.112, -0.393, -0.075, -0.070, -0.315, 0.096, -0.538, 0.796, -0.081, 0.084, 0.079, 0.072, 0.110, 0.110, 0.024, 0.135, 0.146, 0.170, 0.101, 0.092, 0.089, 0.130, 0.123, 0.123, 0.082, 0.085, 0.057, 0.062, 0.073, 0.079, 0.101]}